[1]
This record from the Open Molecules 2025 dataset describes a cluster of 2 separate species, C5H14O in total at a distorted geometry. The level of theory is ωB97M-V with the def2-TZVPD basis set.

Output
net charge	0
structure (SMILES)	CCC(C)C.O

Cartesian coordinates (Å):
1 C -0.7287 0.7394 2.1472
2 C -0.5126 -0.7339 1.8610
3 C 0.2343 -0.9112 0.5388
4 C 0.1438 -2.3806 0.0298
5 C 1.6604 -0.3952 0.4285
6 H 0.1936 1.3326 2.1786
7 H -1.2705 1.1748 1.3071
8 H -1.1938 1.0501 3.0830
9 H -0.0307 -1.4166 2.5625
10 H -1.5104 -1.1236 1.6364
11 H -0.2753 -0.4099 -0.2943
12 H 0.5054 -2.4400 -0.9944
13 H -0.8719 -2.7293 -0.0119
14 H 0.8057 -2.8894 0.7340
15 H 1.6964 0.6842 0.5542
16 H 2.1445 -0.7701 -0.4717
17 H 2.3023 -0.8189 1.2065
18 O -0.8676 3.9205 -5.7690
19 H -1.6475 4.4623 -5.8749
20 H -0.7775 3.6548 -4.8515

Atomic forces in eV per Å
0.9698 1.0068 0.4476
-0.3388 -0.0263 -1.4105
-0.5173 -0.5742 -2.1539
1.0433 1.2152 0.7853
0.3011 -0.6335 1.0752
0.2380 -0.3595 -0.1106
-0.2940 -0.0696 0.1027
-0.4503 -0.5671 -0.0113
-0.0652 0.5440 0.6127
0.0272 -0.3407 0.3858
-0.4613 0.6311 0.4876
0.3912 -0.0898 0.0552
-0.4142 -0.3622 0.4970
-0.3041 -0.9622 -0.3574
0.1914 0.0613 -0.3754
-0.2198 0.5175 -0.3888
-0.0974 0.0096 0.3584
0.5265 -0.2645 -0.3863
-0.2330 0.0831 0.3218
-0.2933 0.1813 0.0650

=====

[2]
This record from the Open Molecules 2025 dataset describes the molecule C3H4S2 at a distorted geometry. The level of theory is ωB97M-V with the def2-TZVPD basis set.

Output
net charge	0
structure (SMILES)	C[C@]12S[C@H]1S2

Cartesian coordinates (Å):
1 C -0.7793 -0.0654 -0.9862
2 C 0.0207 0.3088 0.1812
3 S 2.1546 -0.1725 0.0724
4 C 0.8443 -0.2615 1.1829
5 S 0.0549 1.5784 1.3274
6 H -1.8110 -0.2237 -0.6658
7 H -0.3926 -0.9928 -1.4044
8 H -0.7751 0.7128 -1.7474
9 H 0.6836 -0.8842 2.0399

Atomic forces in eV per Å
-0.2519 -0.3418 -0.1893
1.0376 0.0627 0.5156
-0.3081 0.1007 -0.1098
-0.2072 0.5915 -0.3309
0.0070 -0.2564 -0.0391
-0.0677 0.0317 0.0160
-0.0258 0.0244 -0.0589
0.0523 0.0104 0.0560
-0.2362 -0.2232 0.1404

=====

[3]
This record from the Open Molecules 2025 dataset describes a structure of composition C6H7Cl12N at a distorted geometry. The level of theory is ωB97M-V with the def2-TZVPD basis set.

Output
net charge	0

Cartesian coordinates (Å):
1 C -0.2637 -0.4274 -0.5773
2 C 0.0107 -0.5795 0.8543
3 N 0.2692 -0.7548 1.9492
4 H 0.3932 0.2841 -1.0777
5 H -1.2909 -0.0964 -0.7299
6 H -0.0472 -1.3553 -1.1067
7 C 2.5068 0.2318 0.5845
8 Cl 4.2832 -0.0578 0.2841
9 Cl 1.9472 1.0593 -0.9668
10 Cl 2.1860 1.3762 1.9098
11 H 1.9039 -0.6731 0.6608
12 C 0.2437 -1.7248 3.7237
13 Cl -1.4132 -1.7653 4.3622
14 Cl 0.7882 -3.3095 3.0891
15 Cl 1.4140 -1.1808 4.9385
16 H 0.3067 -1.0301 2.8862
17 C -1.6771 -0.3886 -3.2881
18 Cl 0.0668 -0.1612 -2.9762
19 Cl -2.6213 -0.1430 -1.8739
20 Cl -1.9072 -1.9263 -4.1809
21 H -2.0597 0.3413 -4.0015
22 C -1.0143 2.5642 -0.9233
23 Cl -0.3795 1.5587 -2.2545
24 Cl -0.0217 2.1644 0.5266
25 Cl -2.7833 2.3609 -0.7628
26 H -0.8406 3.6329 -1.0492

Atomic forces in eV per Å
0.0763 -2.2345 2.9021
-1.7688 -0.7157 -2.0562
0.2276 6.7762 -13.9589
-0.9196 -1.2643 2.3479
1.4086 -0.5879 1.2641
-0.4609 -0.5613 0.8637
1.4608 1.5401 -1.5353
-1.3336 -0.1007 0.7817
5.0928 0.2998 0.1253
1.4982 -0.9349 0.1159
1.2640 0.2044 0.1902
-0.3096 -5.2865 8.1501
0.0943 -0.2546 0.0782
-0.2843 0.0524 0.1012
0.0595 0.0532 0.3624
0.2539 -1.3886 6.9392
-0.5585 -1.0373 -1.7484
2.6490 -10.3950 -8.9148
-3.2073 -1.9002 -1.9990
0.0091 0.2243 0.7292
0.7298 0.2474 0.1720
-0.0908 2.5825 0.7330
-3.3280 11.7749 3.3380
-2.7991 1.7530 0.1620
0.4445 1.2683 0.9010
-0.2078 -0.1151 -0.0445

=====

[4]
This record from the Open Molecules 2025 dataset describes a cluster of 2 separate species, C3H10N2O2 in total at a distorted geometry. The level of theory is ωB97M-V with the def2-TZVPD basis set.

Output
net charge	0
structure (SMILES)	CNC(=O)CN.O

Cartesian coordinates (Å):
1 C -1.3831 -1.5050 -0.1650
2 N -0.5584 -0.2948 -0.0879
3 C 0.6445 -0.2690 -0.6954
4 O 1.0942 -1.2137 -1.3752
5 C 1.4873 0.9958 -0.5556
6 N 2.7461 0.9431 -1.2565
7 H -2.3291 -1.3421 0.3783
8 H -0.8388 -2.3343 0.3172
9 H -1.6189 -1.7953 -1.2027
10 H -1.0000 0.5136 0.3571
11 H 0.8455 1.8379 -0.8790
12 H 1.6587 1.1020 0.5329
13 H 3.3894 0.5367 -0.5682
14 H 2.7108 0.2804 -2.0390
15 O -2.5301 0.5698 2.2641
16 H -2.3906 0.8075 3.2087
17 H -1.9273 1.1674 1.7663

Atomic forces in eV per Å
-0.1607 -0.2637 0.2278
-0.9499 -0.2928 0.0874
1.1662 -0.9708 -1.4682
-1.1325 1.1189 1.2877
-0.9718 0.0426 0.4353
0.5728 -0.2853 0.6212
0.5292 0.0424 -0.1969
-0.2865 0.2463 -0.2807
0.2561 0.2284 0.3684
0.9166 -0.6005 -0.6156
0.3640 -0.1306 0.0935
0.0105 0.2790 -0.4727
0.0477 0.1684 -0.7882
-0.2210 0.2480 0.4711
0.7454 0.8360 0.3501
-0.1107 -0.2213 -1.0044
-0.7756 -0.4448 0.8840

=====

Ordered energy results: -274.11881; -912.99032; -5809.26808; -380.29583; unit Eh.
Ordered HOMO energy results: -10.799; -8.483; -7.919; -9.477; unit eV.
Ordered energy relative to the best compared isomer or geometry (same formula, charge and spin) results: 61.0; 184.2; 1531.9; 107.2; unit kJ/mol.